Version i
{
  "formula": "CH6N2O",
  "method": "ωB97M-V/def2-TZVPD",
  "e_homo_ev": -9.727,
  "orbital_gap_ev": 10.67,
  "symbols": ["C", "N", "N", "O", "H", "H", "H", "H", "H", "H"],
  "positions_angstrom": [[-1.2677, 0.3824, 0.4987], [0.1945, 0.5858, -0.3274], [0.5949, -0.5755, 0.2501], [2.0886, -0.4974, -0.6779], [2.7096, -0.1767, -0.0062], [0.0805, 0.4723, -1.3399], [0.3352, -1.4110, -0.2895], [-1.1124, 0.7354, 1.5138], [-1.8793, 1.0829, -0.0719], [-1.7437, -0.5983, 0.4502]]
}

Version ii
{
  "formula": "CH6N2O",
  "method": "ωB97M-V/def2-TZVPD",
  "e_homo_ev": -9.757,
  "orbital_gap_ev": 10.47,
  "symbols": ["H", "N", "C", "N", "H", "H", "H", "O", "H", "H"],
  "positions_angstrom": [[-0.1997, -1.0517, -1.4933], [-0.1106, -0.5030, -0.6454], [0.0366, 0.7870, -0.8601], [-0.4279, 1.8207, -0.0226], [0.1289, 1.1422, -1.9421], [-0.1194, 1.7874, 0.9066], [-0.8244, 2.6609, -0.4852], [0.2838, -2.4426, 1.8443], [1.2328, -2.1939, 1.8033], [0.0000, -2.0070, 0.8945]]
}

Version iii
{
  "formula": "CH6N2O",
  "method": "ωB97M-V/def2-TZVPD",
  "e_homo_ev": -9.399,
  "orbital_gap_ev": 9.84,
  "symbols": ["C", "N", "N", "H", "H", "H", "H", "O", "H", "H"],
  "positions_angstrom": [[-0.0769, 1.1442, 0.2821], [0.3152, -0.0211, 0.7968], [1.0277, -0.7851, -0.0152], [-0.2761, 1.9188, 1.0341], [0.5713, 1.6035, -0.4826], [1.2744, -1.6817, 0.4040], [1.8008, -0.3569, -0.5291], [-1.7592, -0.6641, -0.8669], [-1.1832, -1.3486, -0.4698], [-1.6940, 0.1912, -0.1535]]
}

Version iv
{
  "formula": "CH6N2O",
  "method": "ωB97M-V/def2-TZVPD",
  "e_homo_ev": -10.077,
  "orbital_gap_ev": 11.01,
  "symbols": ["N", "C", "O", "H", "H", "H", "N", "H", "H", "H"],
  "positions_angstrom": [[0.7306, -1.8386, -1.1474], [1.2748, -1.2831, -0.0320], [1.5433, -1.8897, 0.9733], [0.2165, -1.4000, -1.8866], [0.6019, -2.8349, -1.2559], [1.3782, -0.1942, -0.1346], [-1.3800, 2.3011, 0.6116], [-1.7944, 3.2136, 0.5645], [-1.9977, 1.6563, 1.0807], [-0.5732, 2.2696, 1.2263]]
}

The structure with the most favorable energy is version iv; the runner-up is 0.0475 hartree above it.